[1]
90
Properties=species:S:1:pos:R:3:forces:R:3 method="wB97M-V/def2-TZVPD" relative_energy_kcal_mol=0.0 multiplicity=4 fmax_ha_per_bohr=0.058 orbital_gap_ev="7.0 / 6.9" e_homo_ev="-13.84 / -13.96" charge=+2
N 3.05065 4.90783 1.40339 0.5 0.2 0.2
C 3.29269 3.82766 2.15008 -0.2 -0.3 -0.2
C 3.15752 2.53256 1.64983 -0.3 0.0 -0.3
C 2.75230 2.35029 0.31319 -0.2 1.2 0.6
C 2.60423 3.51055 -0.48905 -0.1 -0.1 0.8
C 2.77389 4.76619 0.10856 -0.2 -0.8 0.0
C 2.50943 1.02701 -0.21861 -1.2 -0.3 -2.3
V 0.34534 -0.31341 -0.29236 -0.5 0.6 0.6
P -1.14016 -2.19796 -0.63708 0.0 0.1 -0.2
C 1.89212 0.87149 -1.48853 1.5 0.6 1.5
C 2.13813 -0.29350 -2.33975 -0.6 -0.1 0.3
C 1.69535 -0.29854 -3.68797 0.0 0.3 0.7
C 1.52144 -1.50940 -4.32672 -0.1 -0.4 0.6
C 1.73602 -2.67291 -3.56407 0.3 -1.0 -1.2
C 2.52096 -2.67513 -2.41653 -0.6 0.3 0.1
C 2.70191 -1.45290 -1.76716 -0.2 -0.2 -0.3
Br 0.91946 -4.35069 -4.16925 1.2 1.1 -0.4
H 2.92976 0.15311 0.31150 0.1 0.7 -0.5
H 1.27010 1.68203 -1.91395 0.9 -0.3 0.1
H 3.29296 1.66621 2.30129 0.1 0.4 -0.2
H 2.28595 3.46263 -1.52404 0.3 0.0 0.0
H 3.58793 3.97424 3.19838 -0.2 0.1 -0.5
H 2.65343 5.66897 -0.49287 0.0 -0.1 0.3
H 1.46995 0.66605 -4.16783 0.0 -0.6 0.2
H 3.26731 -1.39291 -0.83036 -0.2 -0.2 -0.4
H 1.13366 -1.57625 -5.33260 -0.1 0.0 0.0
H 2.88209 -3.60352 -1.99729 0.0 0.0 0.0
P -1.57007 1.40418 -0.36976 -0.6 1.2 -0.3
C -0.00608 -3.53478 -0.02862 -0.3 -0.3 -0.1
C -0.04282 -4.81466 -0.85662 0.4 -0.5 -0.4
H -0.23233 -3.74761 1.02846 -0.1 0.3 -0.2
H 1.01757 -3.12037 -0.03970 -0.3 -0.1 0.0
H 0.65214 -5.56909 -0.45729 -0.2 0.2 0.0
H -1.03884 -5.27917 -0.91074 0.3 0.2 0.1
H 0.29498 -4.60906 -1.88538 -0.3 -0.2 0.7
C -1.34915 -2.25776 -2.47207 0.1 -0.3 0.1
C -2.27953 -3.33016 -3.03879 -0.2 -0.2 -0.3
H -0.34952 -2.41864 -2.88768 -0.2 0.2 0.2
H -1.65051 -1.25131 -2.80960 0.0 -0.3 0.2
H -2.19400 -3.35585 -4.13450 -0.1 0.1 0.3
H -2.00894 -4.33425 -2.68570 -0.1 0.4 -0.1
H -3.32879 -3.12800 -2.79004 0.2 -0.1 0.0
C -2.79204 -2.44745 0.10108 0.0 -0.1 0.2
C -3.25317 -3.90664 0.14728 -0.3 -0.4 0.1
H -3.52330 -1.82188 -0.43619 0.3 -0.1 0.1
H -2.71052 -2.04273 1.11939 -0.1 -0.1 -0.2
H -4.25856 -3.97930 0.58915 0.3 0.1 -0.1
H -3.31389 -4.35809 -0.85340 0.1 0.2 0.4
H -2.58678 -4.51938 0.77050 -0.2 0.2 -0.2
C -2.97400 1.73506 0.82296 0.5 -0.4 0.0
C -4.12047 0.74254 0.85564 -0.4 -0.2 0.2
H -3.35437 2.73038 0.57051 0.2 -0.1 -0.1
H -2.50930 1.82308 1.81005 -0.2 0.1 -0.1
H -4.92318 1.15575 1.48370 0.2 -0.2 -0.2
H -4.55732 0.55318 -0.13520 0.2 0.1 0.2
H -3.83323 -0.22070 1.29262 -0.1 0.2 -0.1
C -2.52208 1.35493 -1.96398 0.0 -0.2 0.5
C -1.69441 1.59608 -3.22029 -0.1 0.1 -0.2
H -3.32296 2.10462 -1.87174 0.2 -0.2 0.0
H -3.00368 0.36481 -1.99236 0.0 0.3 -0.1
H -2.35750 1.57856 -4.09522 0.3 0.0 0.1
H -1.19793 2.57514 -3.21268 -0.1 -0.2 0.1
H -0.92627 0.82664 -3.36742 -0.1 0.1 0.0
C -0.92555 3.14718 -0.40276 0.0 -0.4 -0.3
C -0.62006 3.75445 0.95990 0.2 0.3 0.2
H -1.67743 3.75008 -0.93207 0.1 -0.1 0.1
H -0.02110 3.12916 -1.02380 -0.2 0.2 0.1
H -0.22913 4.77028 0.81474 -0.1 -0.2 0.1
H -1.50424 3.83868 1.60623 0.3 -0.1 -0.3
H 0.15288 3.18963 1.49703 -0.1 0.0 -0.1
N 5.16593 1.03338 9.24423 -1.9 -0.6 -2.2
C 4.43419 0.80927 8.35494 1.7 0.5 2.0
C 3.56162 0.53037 7.24219 -0.4 0.0 -0.3
C 4.09088 0.44915 5.94681 -0.3 -0.2 -0.2
C 3.26383 0.17517 4.84868 0.0 0.3 0.5
C 1.88105 0.08515 5.04364 0.8 -0.1 0.7
C 1.35184 0.15152 6.33409 -0.2 0.1 0.2
C 2.18062 0.36224 7.43782 0.2 0.0 -0.4
N 1.01141 -0.06462 3.92960 -0.7 -0.3 -0.8
C -0.38300 -0.04641 3.98314 0.5 0.1 -0.3
C -0.83299 -0.15333 2.70904 0.6 0.0 -0.5
N 0.27630 -0.25076 1.84718 -0.1 0.0 0.4
C 1.35270 -0.20229 2.62045 -0.2 0.0 0.4
H 5.15384 0.61755 5.80813 -0.1 -0.2 -0.1
H 3.70501 0.05366 3.85957 0.0 0.1 0.3
H 0.27398 0.04891 6.50145 0.6 0.0 0.0
H 1.76345 0.42438 8.44185 0.1 -0.1 -0.3
H -0.91690 0.06932 4.90956 0.0 0.0 -0.1
H -1.85898 -0.12859 2.34573 0.5 -0.2 0.1
H 2.37900 -0.27331 2.24533 -0.7 0.0 0.5

[2]
96
Properties=species:S:1:pos:R:3:forces:R:3 method="wB97M-V/def2-TZVPD" multiplicity=1 fmax_ha_per_bohr=0.066 orbital_gap_ev=6.0 e_homo_ev=-3.49 charge=-1
Zn 0.16484 1.04005 -0.30222 2.3 0.8 -0.8
N -2.71552 -0.67870 6.97489 -0.2 0.0 2.6
C -2.58958 -0.59206 5.63952 -0.7 0.0 -2.9
C -2.42897 0.69495 4.98011 0.3 -2.9 0.8
C -2.20547 0.74939 3.62625 -1.1 0.5 -0.8
C -2.33438 -0.38411 2.84552 1.4 -1.8 0.3
C -2.43503 -1.68356 3.46364 -0.8 2.6 0.4
C -2.71156 -1.79171 4.82594 1.4 2.5 -0.3
S -2.07025 -0.44106 1.07263 1.8 -0.7 1.0
O -3.34832 -0.84509 0.57020 0.0 0.0 -0.8
O -0.87618 -1.26921 0.78320 -1.9 0.4 0.4
N -1.48547 1.00774 0.66611 -1.1 0.3 0.2
C -2.22128 2.13973 0.59432 -2.4 1.1 0.4
N -1.53755 3.27701 0.28709 0.4 -0.7 0.1
C -2.18242 4.41472 0.18873 -2.9 -0.3 0.3
C -3.61414 4.47291 0.36319 1.8 -0.7 0.0
C -4.21931 3.26063 0.65496 -0.9 -0.5 -0.2
N -3.58903 2.10329 0.82375 2.1 0.3 -0.5
H -2.44255 0.10139 7.54936 -0.1 0.1 -0.2
H -2.98070 -1.49240 7.54125 0.3 0.5 -1.2
H -2.42111 1.61062 5.50367 0.1 0.7 0.9
H -2.11346 1.75233 3.18298 0.2 -0.7 0.1
H -2.28924 -2.51868 2.83610 -0.2 -1.0 -0.5
H -2.79619 -2.74033 5.29797 -0.1 -0.6 0.3
H -1.65509 5.31886 -0.06903 0.4 0.0 0.0
H -4.19741 5.36556 0.28568 0.0 0.4 -0.2
H -5.32499 3.12626 0.68676 0.8 0.6 0.2
Cl 1.51872 1.95854 -3.22408 0.1 0.0 -0.6
C 0.55531 2.46012 -1.83371 -1.2 -0.7 1.9
H -0.48132 2.74924 -2.06719 0.7 0.3 -0.7
H 1.08051 3.25697 -1.28659 -0.2 -0.2 -0.4
C -1.63556 -1.30848 -4.58046 0.2 0.5 -0.3
N -2.46946 -1.82677 -5.67581 0.1 -2.0 -0.6
C -3.38016 -2.80287 -5.13905 0.4 -1.3 2.4
N -4.19898 -2.24856 -4.00861 -1.8 0.2 -2.9
C -3.37161 -1.67430 -3.00696 1.1 0.3 0.1
N -2.43712 -0.64424 -3.57511 -0.7 0.0 0.5
C -3.21236 0.42587 -4.26818 0.4 -0.7 1.6
N -4.11719 -0.12330 -5.25399 -0.3 -0.1 -1.1
C -3.28981 -0.85899 -6.28464 -0.6 2.4 0.9
C -5.00876 -1.10878 -4.64927 0.6 -1.2 1.1
H -0.91161 -0.58895 -5.01421 -0.2 -0.4 0.3
H -1.11197 -2.15341 -4.10592 0.0 0.3 -0.3
H -2.80634 -3.64604 -4.71334 0.0 0.3 0.0
H -4.01879 -3.28142 -5.87452 -0.3 0.5 -0.3
H -2.74136 -2.49946 -2.63095 -0.2 0.5 0.4
H -4.03923 -1.27131 -2.22610 0.7 0.1 -0.1
H -2.42692 1.07832 -4.67094 -0.6 0.2 -0.3
H -3.79372 0.94382 -3.48798 0.2 0.0 -0.3
H -2.66588 -0.13121 -6.75286 0.5 0.8 -0.4
H -3.97897 -1.20953 -7.04093 0.0 -0.7 -0.1
H -5.66026 -1.54887 -5.42102 0.2 0.2 0.2
H -5.64339 -0.72446 -3.82462 0.4 0.3 -0.6
C 5.23621 1.20083 4.18651 1.5 0.9 -0.7
C 4.15571 1.69942 3.29588 0.2 1.6 0.7
C 3.66725 2.99361 3.52409 0.2 0.2 -0.2
C 2.63501 3.46869 2.71616 0.0 -0.6 -0.1
C 2.14872 4.86202 2.85529 -1.5 0.0 1.1
C 2.03731 2.64373 1.79118 -0.4 -2.0 -0.2
C 2.47793 1.25856 1.55324 1.2 2.2 0.2
C 3.67856 0.93062 2.29005 -1.4 -0.9 -1.3
N 1.91313 0.53613 0.58388 -0.6 -1.1 -1.1
C 2.48911 -0.73950 0.06238 0.8 1.0 0.5
C 1.68528 -1.29378 -1.09742 -0.6 0.2 -0.2
C 2.26387 -2.64482 -1.57482 -1.5 -0.1 -0.7
C 3.62018 -2.40163 -2.14628 0.8 1.4 1.1
C 4.49914 -1.83748 -0.98313 1.6 -1.5 -2.6
C 4.63374 -2.82663 0.16616 -1.0 -0.1 0.9
C 3.19433 -3.07021 0.69104 0.1 -1.3 0.6
C 2.29953 -3.68595 -0.43442 1.3 0.4 0.5
C 2.50049 -1.79687 1.15120 1.2 -0.2 1.7
C 3.92925 -0.55739 -0.55252 -0.8 1.3 1.6
H 5.93550 2.04193 4.45609 -0.5 -0.9 -0.3
H 5.78121 0.39102 3.68662 0.1 0.1 0.3
H 4.81877 0.84735 5.09321 -0.4 -0.5 1.0
H 4.18042 3.67841 4.21042 -0.3 -0.4 -0.1
H 2.09042 5.42348 1.94826 0.5 0.4 -0.7
H 2.68540 5.35676 3.63698 0.7 0.7 0.2
H 1.10806 4.89651 3.23450 0.2 -0.3 -0.2
H 1.13449 2.98257 1.27413 0.3 0.0 -0.1
H 4.18625 0.01882 2.01637 0.1 0.0 0.5
H 1.72627 -0.55766 -1.95174 -0.3 -0.6 0.7
H 0.65327 -1.49568 -0.75330 0.3 0.3 -0.4
H 1.60622 -2.91309 -2.42437 0.0 -0.5 0.5
H 3.55265 -1.64198 -2.94576 0.1 -0.2 0.3
H 4.12041 -3.23622 -2.56111 0.2 -1.3 -0.5
H 5.49102 -1.70280 -1.47691 -0.3 0.3 0.6
H 5.26274 -2.44715 1.01854 -0.4 -0.1 -0.8
H 5.01728 -3.82860 -0.09769 0.2 0.5 -0.3
H 3.33137 -3.75640 1.59828 -0.6 0.5 -1.2
H 1.34967 -3.90187 0.03057 -0.6 0.1 -0.2
H 2.72526 -4.63788 -0.76357 0.0 0.0 -0.2
H 3.10765 -1.46003 2.04764 -1.0 -0.1 -0.9
H 1.47778 -2.01390 1.51017 0.3 0.2 -0.2
H 3.87145 0.20052 -1.34569 0.0 -0.2 0.1
H 4.58831 -0.20392 0.22438 0.2 0.7 0.1

- Among the records above, which one has the highest multiplicity?
  C35H47BrN4P2V